# 1
Computed, not measured: a cluster of 2 separate species, C14H29FNO3 in total in a non-equilibrium geometry, with ωB97M-V/def2-TZVPD.

```
48
C14H29FNO3 (ωB97M-V/def2-TZVPD)
C 2.50 -1.07 0.02
C 2.11 -1.54 -1.54
C 1.89 -3.16 -1.68
C 0.90 -0.62 -2.16
C -0.61 -1.23 -1.98
C -1.77 -0.14 -1.62
N -1.55 0.36 -0.17
C -3.27 -0.87 -1.58
C -3.31 -2.23 -0.67
C -4.79 -2.94 -0.93
F -5.68 -2.08 -1.77
C -1.92 1.11 -2.68
O -3.16 1.64 -2.81
O -0.85 1.74 -3.46
H 3.52 -1.56 0.34
H 2.62 0.12 0.05
H 1.60 -1.38 0.70
H 3.08 -1.29 -2.17
H 2.94 -3.64 -1.88
H 1.14 -3.44 -2.56
H 1.44 -3.57 -0.65
H 0.99 0.51 -1.80
H 1.10 -0.57 -3.34
H -0.56 -1.98 -1.05
H -0.92 -1.92 -2.91
H -2.27 1.13 -0.02
H -0.57 0.78 -0.13
H -3.54 -1.06 -2.73
H -4.10 -0.14 -1.14
H -2.52 -3.04 -1.05
H -3.18 -2.01 0.47
H -4.72 -4.00 -1.44
H -5.31 -3.02 0.12
C 3.27 2.65 4.23
C 3.17 2.44 2.73
O 2.05 1.66 2.34
C 0.77 2.17 2.68
C 0.48 3.53 2.06
H 3.31 1.69 4.75
H 4.18 3.22 4.47
H 2.42 3.20 4.62
H 4.07 1.90 2.39
H 3.17 3.39 2.19
H 0.65 2.20 3.77
H 0.03 1.45 2.30
H 1.17 4.30 2.42
H -0.54 3.86 2.32
H 0.57 3.49 0.97
```

Computed properties:
- HOMO level: -3.97 eV
- Charge: -1
- E_LUMO: 2.70 eV

# 2
Computed, not measured: a structure of composition C14H20N2OZr in a non-equilibrium geometry, with ωB97M-V/def2-TZVPD.

```
38
C14H20N2OZr (ωB97M-V/def2-TZVPD)
C -3.07 -0.71 0.61
C -3.41 0.45 -0.37
H -2.65 -1.60 0.13
H -4.03 -1.07 1.02
H -2.51 -0.41 1.55
H -2.63 0.79 -1.13
H -4.18 0.06 -1.04
H -3.82 1.33 0.12
C -0.16 -2.60 0.46
C 0.71 -3.67 0.39
C 1.92 -3.53 -0.30
C 2.19 -2.32 -0.92
H -1.09 -2.65 1.03
H 0.44 -4.60 0.89
H 2.63 -4.36 -0.35
H 3.13 -2.14 -1.44
N 0.08 -1.43 -0.19
C 1.27 -1.26 -0.85
C 1.58 0.09 -1.36
N 0.70 1.10 -1.03
C 1.08 2.38 -1.25
C 3.15 1.70 -2.26
C 2.28 2.71 -1.85
H 0.37 3.15 -0.92
H 2.50 3.76 -2.00
C 2.78 0.38 -2.03
H 3.39 -0.45 -2.36
H 4.10 1.93 -2.74
Zr -1.17 0.56 0.27
C -1.62 2.72 0.58
H -1.57 3.35 -0.32
H -0.84 3.11 1.25
H -2.58 2.95 1.07
C 0.24 0.04 3.12
O -0.63 0.34 2.06
H -0.23 0.35 4.06
H 1.18 0.58 2.99
H 0.46 -1.04 3.14
```

Computed properties:
- HOMO level: -15.94 eV
- Charge: +2
- E_LUMO: -7.83 eV

# 3
Computed, not measured: a cluster of 3 separate species, CH6NO4 in total in a non-equilibrium geometry, with ωB97M-V/def2-TZVPD.

```
12
CH6NO4 (ωB97M-V/def2-TZVPD)
N 0.57 1.42 0.12
C 0.32 0.64 -1.00
O -0.45 -0.32 -0.94
O 0.92 1.01 -2.05
H -0.21 1.49 0.76
H 0.92 2.34 -0.09
H 0.49 -1.76 -0.29
H 1.94 -1.90 0.13
O 1.13 -2.40 0.08
H -1.83 -0.33 0.32
H -1.52 -0.02 1.78
O -2.27 -0.16 1.19
```

Computed properties:
- Spin multiplicity: 2
- HOMO level (alpha / beta): -11.10 / -11.09 eV
- ⟨S²⟩: 0.755
- Charge: 0
- E_LUMO (alpha / beta): 0.24 / -4.46 eV

Which value of charge does entry 3 give? 0

What is the formula in the second record? C14H20N2OZr

Which of these has the highest charge? C14H20N2OZr

What is the formula in the third record? CH6NO4